[1]
20
Properties=species:S:1:pos:R:3:forces:R:3:lowdin_charge:R:1 method="wB97M-V/def2-TZVPD" molar_mass_g_mol=86.178 max_force_ev_per_a=2.858 lumo_ev=1.16 homo_lumo_gap_ev=10.64 charge=0
C 2.181 0.560 -1.288 -0.251 2.832 -0.291 -0.241
H 1.571 1.452 0.459 -0.511 0.296 -0.019 0.054
H -0.311 -0.354 1.223 0.047 -0.056 0.305 0.050
H 2.361 0.872 -2.319 0.043 -1.020 -0.177 0.088
H 1.324 2.516 -1.042 -0.556 -0.113 -0.316 0.047
C -2.652 0.513 -0.025 1.705 -0.074 -0.106 -0.124
C -1.208 -0.940 1.436 -0.404 0.201 0.038 -0.135
C 1.543 1.548 -0.627 1.343 -1.330 0.642 -0.031
H -1.761 -0.482 2.269 0.262 0.038 -0.133 0.073
C 2.965 -0.484 -0.590 0.089 -0.616 1.279 -0.126
H -1.812 1.192 0.164 -0.046 0.162 -0.151 0.056
H -2.958 0.718 -1.050 -0.434 -0.115 0.111 0.064
C -2.085 -0.913 0.177 -0.375 0.280 0.557 -0.311
H -0.932 -1.942 1.775 0.073 0.017 -0.267 0.065
H 3.751 -0.978 -1.157 -0.284 -0.042 -0.296 0.069
H -1.464 -1.253 -0.667 -0.541 0.138 0.070 0.099
H 2.348 -1.230 -0.069 -0.046 -0.124 -0.585 0.074
H -2.944 -1.568 0.340 0.199 -0.357 -0.351 0.090
H -3.385 0.791 0.723 -0.450 -0.223 -0.091 0.065
H 3.467 -0.019 0.267 0.136 0.106 -0.218 0.074


[2]
11
Properties=species:S:1:pos:R:3:forces:R:3:lowdin_charge:R:1 method="wB97M-V/def2-TZVPD" molar_mass_g_mol=96.089 max_force_ev_per_a=0.621 lumo_ev=-0.73 homo_lumo_gap_ev=9.28 charge=0
N 0.294 -0.855 -1.542 -0.007 0.030 -0.036 0.041
C 0.113 -0.418 0.645 0.099 -0.285 -0.425 0.055
H -0.183 0.809 -2.720 0.010 -0.039 0.122 0.135
C 0.382 -1.242 -0.244 -0.145 0.453 0.262 -0.044
C -0.317 0.958 0.666 -0.104 0.277 0.358 -0.507
N -0.373 1.278 -0.739 0.062 -0.204 -0.183 0.167
H -0.129 -0.309 3.169 0.048 0.008 0.070 0.044
H 0.413 -0.814 3.248 -0.049 0.007 0.028 0.057
H 0.487 -1.441 -2.341 -0.032 0.101 0.111 0.139
O -0.588 1.732 1.540 0.137 -0.409 -0.447 0.072
C -0.104 0.465 -1.691 -0.019 0.061 0.141 -0.159


[3]
46
Properties=species:S:1:pos:R:3:forces:R:3:lowdin_charge:R:1 method="wB97M-V/def2-TZVPD" molar_mass_g_mol=1193.080 max_force_ev_per_a=1.752 lumo_ev=-0.81 homo_lumo_gap_ev=9.38 charge=0
H -3.558 -3.275 -4.061 0.135 -0.389 0.114 -0.095
P 2.787 0.929 -0.647 -0.647 -0.108 -0.069 0.468
H -0.652 2.576 -2.212 0.314 0.076 0.102 0.081
H -5.604 2.009 2.345 0.441 -0.181 -0.177 -0.008
H 4.862 4.518 -0.416 -0.120 0.024 -0.065 0.079
H 5.629 2.966 -0.730 0.122 0.074 -0.022 0.084
O 3.207 2.479 -0.547 -0.685 -0.894 -0.140 -0.188
H 2.775 -1.848 3.218 -0.679 -0.206 -0.006 0.088
H 3.507 -1.242 0.991 -0.156 -0.301 -0.111 0.121
H -1.145 0.939 -1.924 -0.501 0.055 -0.094 0.025
Br -2.011 -3.740 4.459 0.617 0.991 -0.280 0.575
H 1.707 -1.358 0.985 0.139 -0.118 -0.257 0.073
C -4.839 1.342 2.744 0.762 -0.753 0.626 -1.529
Br -5.674 -0.292 3.362 -0.212 0.184 -0.232 0.556
Br -0.933 -1.637 2.131 0.119 -0.856 0.903 0.548
C -0.929 1.881 -1.420 0.467 -0.490 -0.453 -0.070
Br -3.501 -3.391 -0.701 0.246 0.737 -0.033 0.559
C 5.042 3.765 -1.183 0.365 0.266 0.022 -0.080
Br -5.414 -5.042 -3.992 1.636 0.462 -0.114 0.476
C 2.551 -0.845 2.855 0.674 0.524 0.456 -0.091
Br -3.988 2.171 4.287 -0.275 0.255 -0.375 0.530
C -2.640 -1.721 -1.195 0.661 -0.682 -1.472 -1.466
C -3.601 -4.281 -4.480 -0.477 -0.726 -0.796 -1.455
C -0.876 -2.185 4.059 -0.351 0.448 -0.595 -1.488
O 2.520 0.536 0.899 0.427 1.041 -0.878 -0.190
C 3.782 3.136 -1.703 0.759 -0.298 -0.386 -0.268
H 5.630 4.207 -1.988 -0.027 0.065 -0.027 0.080
Br -1.322 -0.574 5.061 0.052 -0.740 -0.035 0.549
C 0.229 1.552 -0.483 -1.187 1.065 0.605 -0.305
Br -3.422 0.840 1.470 -0.826 0.687 0.147 0.538
H -0.097 0.860 0.293 -0.029 -0.342 -0.016 0.083
H 0.520 2.446 0.069 0.420 0.157 -0.105 0.120
C 2.575 -0.823 1.370 0.420 -0.205 -0.936 -0.288
H 4.069 2.448 -2.498 -0.069 -0.645 0.339 0.110
Br -0.836 -2.143 -2.055 -1.316 0.486 0.752 0.504
Br -3.608 -4.033 -6.466 0.201 -0.173 1.254 0.499
Br -2.027 -5.364 -3.888 -1.481 0.797 -0.443 0.500
H -1.814 2.307 -0.947 0.090 -0.297 0.317 0.059
H 3.398 -0.281 3.246 -0.112 0.398 -0.010 0.085
H -2.401 -1.136 -0.307 -0.396 0.025 -0.352 -0.128
O 3.685 0.072 -1.451 -0.902 0.685 0.843 -0.232
Br -3.756 -0.735 -2.536 0.766 -0.532 1.149 0.544
H 0.164 -2.439 4.268 -0.355 -0.021 -0.060 -0.030
H 3.111 3.802 -2.245 -0.486 0.285 0.833 0.119
H 1.619 -0.395 3.197 0.047 -0.310 0.403 0.052
O 1.277 1.000 -1.235 1.408 -0.521 -0.329 -0.190


[4]
90
Properties=species:S:1:pos:R:3:forces:R:3:lowdin_charge:R:1 method="wB97M-V/def2-TZVPD" molar_mass_g_mol=581.550 max_force_ev_per_a=1.207 lumo_ev=-5.28 homo_lumo_gap_ev=8.53 charge=+2
C 4.461 0.817 0.678 0.038 -0.073 0.061 -0.101
C 2.815 2.137 3.599 0.063 -0.023 -0.024 -0.085
H -1.119 0.490 -4.605 0.034 -0.051 0.026 0.066
C -0.157 -4.019 -0.160 0.340 0.440 -0.027 -0.240
H 1.744 -3.168 2.900 0.046 -0.055 0.010 0.094
H 1.115 0.307 4.663 0.056 -0.016 0.016 0.073
C -2.320 -3.159 0.831 -0.102 -0.069 0.192 -0.325
C -0.864 -4.370 -1.460 -0.122 -0.233 0.188 -0.094
C -1.413 3.623 -1.360 -0.300 -0.056 -0.188 -0.242
H -1.699 1.962 2.909 0.004 -0.046 0.006 0.078
H 0.699 -4.675 0.002 -0.070 -0.052 -0.064 0.158
O -2.826 0.553 -2.057 -0.371 -0.385 -0.828 -0.160
H 2.820 -1.699 1.311 0.061 0.033 0.003 0.090
H 3.513 2.555 2.879 0.000 0.010 -0.021 0.058
H -1.689 -1.521 1.908 -0.011 0.013 0.016 0.090
H -0.857 2.118 -3.957 0.061 -0.018 0.092 0.052
H 1.659 2.688 -0.198 -0.037 -0.107 -0.010 0.025
O 0.654 0.041 -2.269 -0.005 -0.043 -0.016 -0.562
N 0.416 -2.599 -0.211 0.216 -0.279 -0.055 0.203
N -5.175 2.546 0.546 0.107 -0.067 0.063 0.245
H -5.543 3.261 1.154 0.003 0.006 -0.020 0.142
C -1.104 -4.067 1.025 -0.193 -0.333 -0.084 -0.098
H -0.077 1.632 -5.463 -0.038 0.014 0.003 0.079
P 1.056 0.673 -3.602 -0.234 0.099 0.130 0.568
C 1.875 -0.512 -4.658 0.100 -0.094 0.049 -0.155
C 3.656 -1.139 3.199 -0.028 0.072 0.031 -0.091
N -1.904 -1.730 0.936 -0.193 0.196 0.108 0.035
H -3.537 -4.408 -0.385 0.049 -0.011 -0.020 0.137
H -3.679 3.115 2.458 0.027 0.069 -0.045 0.166
N -0.652 3.027 -0.711 0.202 0.458 -0.074 -0.047
H -2.094 5.108 -2.936 -0.044 0.036 -0.034 0.017
H -1.147 -5.423 -1.375 -0.016 0.038 -0.025 0.141
B -2.571 4.242 -2.256 0.290 -0.075 0.298 -0.401
H 1.247 -2.508 0.376 -0.056 -0.027 -0.078 0.109
H 2.543 2.938 4.288 -0.039 0.017 0.006 0.093
H 2.670 -1.000 -4.093 0.011 -0.004 -0.019 0.066
H 1.645 2.830 -2.776 -0.052 -0.016 0.033 0.058
H 4.448 -0.476 2.868 -0.028 0.002 -0.018 0.057
O -4.843 1.236 -1.746 -0.144 0.067 0.247 0.137
H -2.678 -4.006 -2.526 0.040 0.042 0.052 0.150
N -3.242 1.277 -0.102 -0.892 0.117 -0.070 0.039
H 4.745 -0.230 0.775 -0.024 -0.030 -0.025 0.070
N -3.731 1.039 -1.345 0.487 0.030 0.092 -0.417
H 1.228 -1.838 3.912 0.024 0.008 0.039 0.079
H -0.324 -1.965 0.172 -0.074 0.011 -0.114 0.057
H 3.321 -0.800 4.178 -0.012 0.010 0.035 0.074
C 1.552 1.571 2.947 -0.003 0.148 0.115 -0.553
H -0.270 0.538 3.614 -0.019 -0.012 -0.043 0.045
H -2.704 -1.141 0.713 0.023 0.003 -0.014 0.070
H -2.975 3.300 -2.909 0.007 -0.039 -0.012 0.009
N -1.904 2.131 1.932 -0.029 0.124 0.042 0.059
H 2.905 3.113 0.953 0.038 -0.035 0.021 0.075
C -3.020 -3.451 -0.495 -0.026 -0.043 0.030 -0.095
H 1.041 2.405 2.445 0.034 -0.038 -0.029 0.087
H 4.782 1.336 1.580 -0.010 0.028 0.017 0.073
H 3.035 1.726 -2.804 0.021 -0.017 -0.005 0.058
C 2.687 2.478 0.094 -0.048 0.262 0.037 -0.130
H 0.441 -2.081 2.376 0.115 0.031 0.034 0.018
C 2.152 2.055 -3.352 0.163 0.086 -0.073 -0.151
C 0.611 1.035 4.027 -0.057 -0.098 0.072 -0.132
H -0.585 -3.847 1.957 -0.016 0.022 0.015 0.108
C 1.411 -2.130 2.879 -0.265 0.028 0.013 -0.140
H 2.314 -0.027 -5.528 -0.006 0.067 -0.049 0.072
C 2.462 -1.220 2.238 0.194 -0.098 0.105 -0.551
N -3.267 2.452 1.819 -0.033 -0.123 0.041 0.017
H 4.087 -2.131 3.339 -0.012 -0.047 -0.023 0.094
Ca -0.913 0.764 -0.811 0.459 -0.603 0.939 1.255
H 0.627 -2.282 -1.156 0.052 0.041 -0.084 0.123
H -3.810 -2.715 -0.670 0.006 0.016 -0.005 0.126
H 3.337 2.823 -0.710 0.037 0.005 -0.040 0.078
H 3.344 1.384 4.178 0.008 -0.038 0.012 0.070
H 1.165 -1.262 -5.003 -0.035 -0.045 0.013 0.062
C 2.972 1.008 0.391 0.130 -0.071 -0.149 -0.559
H 5.041 1.229 -0.149 -0.010 0.025 -0.039 0.087
H -3.403 4.647 -1.474 -0.039 -0.005 -0.009 0.013
H -1.450 -5.101 1.105 -0.040 0.047 0.064 0.144
H -0.177 -4.320 -2.308 0.026 0.081 -0.022 0.129
H 2.467 2.479 -4.306 -0.011 -0.005 -0.032 0.077
H -1.134 -2.222 -2.965 -0.018 -0.010 0.018 0.087
C -3.947 2.086 0.721 0.291 0.184 -0.030 -0.373
H -1.351 2.918 1.597 0.014 -0.019 0.026 0.075
N -1.673 -2.172 -2.104 -0.084 0.190 -0.088 0.049
H 0.283 1.841 4.683 -0.013 0.046 0.009 0.090
C -0.380 1.281 -4.474 -0.041 0.119 -0.278 -0.145
H -2.485 -1.606 -2.337 0.018 0.001 0.004 0.064
H -3.031 -3.390 1.632 0.040 0.058 -0.061 0.150
P 1.706 0.342 1.576 -0.138 0.123 -0.310 1.052
H 2.745 0.440 -0.525 0.004 0.035 0.068 0.070
H -5.666 2.340 -0.308 -0.036 -0.055 -0.106 0.112
C -2.111 -3.525 -1.720 0.137 0.008 -0.134 -0.351